C10H35BeN2O10S3 as an isolated structure, computed with ωB97M-V with the def2-TZVPD basis set.

Structure (XYZ):
```
61
Properties=species:S:1:pos:R:3
Be 28.286 -18.170 20.994
N 30.010 -18.333 24.640
H 30.888 -18.788 24.849
H 30.239 -17.953 23.733
H 29.818 -17.513 25.196
H 29.258 -18.931 24.330
N 29.526 -14.862 23.139
H 30.048 -14.015 22.966
H 29.945 -15.691 22.740
H 28.562 -14.805 22.843
H 29.634 -14.971 24.137
C 31.922 -17.402 21.820
O 30.517 -17.303 22.046
H 32.150 -17.946 20.904
H 32.294 -16.389 21.660
H 32.405 -17.819 22.704
O 27.977 -15.703 17.191
S 29.088 -15.934 18.150
O 29.137 -17.159 19.034
O 30.534 -15.876 17.300
C 31.533 -16.825 17.701
C 32.617 -16.739 16.689
C 29.354 -14.463 19.164
H 31.112 -17.831 17.683
H 31.760 -16.602 18.744
H 33.342 -17.522 16.912
H 33.061 -15.765 16.895
H 32.284 -16.954 15.673
H 30.320 -14.562 19.659
H 28.473 -14.466 19.806
H 29.475 -13.546 18.587
O 32.838 -22.215 24.444
S 33.193 -20.921 25.039
O 32.130 -19.907 25.186
O 33.876 -21.216 26.529
C 33.007 -21.758 27.443
C 33.759 -22.296 28.566
C 34.601 -20.059 24.174
H 32.406 -22.572 27.039
H 32.312 -20.969 27.730
H 33.133 -22.755 29.331
H 34.517 -21.696 29.069
H 34.433 -23.118 28.324
H 34.203 -19.939 23.167
H 35.504 -20.669 24.189
H 34.660 -19.003 24.438
O 32.744 -12.016 24.841
S 32.835 -12.934 23.711
O 31.643 -13.215 22.879
O 34.098 -12.451 22.760
C 35.181 -11.764 23.400
C 36.295 -11.419 22.439
C 33.479 -14.579 24.343
H 35.458 -12.293 24.311
H 34.837 -10.830 23.844
H 36.722 -12.363 22.100
H 37.172 -10.878 22.797
H 36.076 -10.647 21.701
H 34.284 -14.220 24.984
H 33.826 -15.338 23.642
H 32.763 -15.074 24.999
```

The charge is +4. Its expectation value of S² is 1.44. Its LUMO energy (alpha / beta) is -0.5609 / -0.6250 hartree. Its HOMO energy (alpha / beta) is -19.32 / -19.32 eV. The HOMO-LUMO gap (alpha / beta) is 4.1 / 2.3 eV. Its multiplicity is 2.

***

C10H36F2N17O14S2Sn as an isolated structure, computed with ωB97M-V with the def2-TZVPD basis set.

Structure (XYZ):
```
82
Properties=species:S:1:pos:R:3
Sn 3.660 -0.059 -1.762
N 1.032 -0.435 -0.722
S -0.271 0.403 -0.509
O -0.281 1.561 0.329
O -1.544 -0.292 -0.646
F -0.183 1.159 -1.956
S 0.800 -1.301 0.731
O 0.100 -2.546 0.672
O 0.720 -0.521 1.950
F 2.332 -1.811 0.748
O 4.330 1.103 -4.642
C 3.686 2.332 -4.641
C 2.577 2.493 -3.554
O 3.019 2.677 -2.241
H 3.177 2.470 -5.607
H 4.430 3.121 -4.801
H 1.908 1.638 -3.396
H 1.880 3.293 -3.838
C 3.365 0.509 4.663
O 3.923 1.598 4.799
N 2.034 0.370 4.568
N 3.969 -0.671 4.910
H 1.482 1.181 4.786
H 1.668 -0.552 4.403
H 3.447 -1.526 4.844
H 4.912 -0.622 5.255
C -3.576 -0.533 2.600
O -2.627 -1.279 2.362
N -3.464 0.772 2.328
N -4.808 -0.954 2.978
H -4.255 1.362 2.131
H -2.561 1.092 2.015
H -5.594 -0.343 2.835
H -4.948 -1.948 3.042
C -0.683 4.715 1.581
O 0.478 4.839 1.214
N -1.496 5.783 1.656
N -1.322 3.566 1.887
H -1.175 6.734 1.601
H -2.403 5.660 2.075
H -2.293 3.707 2.096
H -0.887 2.716 1.539
C 1.546 -2.914 -3.391
O 2.731 -2.544 -3.238
N 0.471 -2.418 -2.829
N 1.256 -3.896 -4.251
H 0.491 -1.587 -2.262
H -0.334 -3.019 -2.860
H 0.311 -4.138 -4.490
H 2.012 -4.440 -4.634
C 3.030 2.358 1.074
O 3.668 1.326 0.952
N 2.220 2.938 0.176
N 2.859 3.015 2.243
H 2.481 2.844 -0.806
H 1.599 3.687 0.449
H 2.054 3.607 2.343
H 3.386 2.622 3.010
C -0.709 0.990 -5.452
O -0.374 1.046 -6.628
N -1.266 -0.102 -4.841
N -0.608 1.983 -4.580
H -1.577 -0.832 -5.458
H -1.503 0.043 -3.876
H -0.166 2.819 -4.928
H -0.528 1.712 -3.614
C -0.978 -4.584 3.716
O -0.885 -5.324 4.713
N 0.007 -4.204 2.935
N -2.137 -4.024 3.389
H 0.956 -4.523 3.029
H -0.198 -3.692 2.088
H -2.894 -4.285 3.999
H -2.173 -3.190 2.817
C -4.022 -3.184 -1.042
O -4.798 -4.076 -1.452
N -2.713 -3.186 -1.382
N -4.352 -2.205 -0.207
H -2.126 -2.434 -1.053
H -2.446 -3.890 -2.048
H -3.557 -1.610 -0.028
H -5.296 -2.152 0.129
```

The charge is -1. Its LUMO energy is 0.0288 hartree. Its HOMO energy is -4.33 eV. The HOMO-LUMO gap is 5.1 eV.

***

C10H36FeN18O12 as an isolated structure, computed with ωB97M-V with the def2-TZVPD basis set.

Structure (XYZ):
```
77
Properties=species:S:1:pos:R:3
Fe -17.766 6.565 10.734
C -17.056 8.843 11.484
O -17.389 8.549 10.257
O -17.019 7.792 12.244
O -16.573 9.948 11.797
C -20.336 10.989 13.472
O -21.220 10.783 14.277
N -19.045 11.269 13.811
N -20.502 10.899 12.087
H -18.358 11.390 13.090
H -18.833 11.392 14.792
H -19.950 11.572 11.573
H -21.463 10.853 11.793
C -16.584 11.820 15.807
O -17.706 11.473 16.147
N -15.831 12.639 16.607
N -16.056 11.639 14.564
H -14.863 12.810 16.412
H -16.208 12.933 17.488
H -15.255 12.181 14.289
H -16.366 10.951 13.903
C -17.797 12.566 9.952
O -18.166 13.518 9.279
N -18.193 11.296 9.670
N -16.969 12.647 11.039
H -17.808 10.518 10.185
H -18.789 11.123 8.869
H -16.959 13.547 11.489
H -16.811 11.813 11.583
C -18.528 6.469 7.550
O -18.239 6.326 8.737
N -17.628 6.899 6.629
N -19.745 6.126 7.052
H -18.039 7.294 5.803
H -16.662 7.018 6.881
H -20.369 5.683 7.702
H -20.019 6.271 6.099
C -18.057 7.352 15.970
O -18.471 7.623 17.082
N -18.039 8.253 14.952
N -17.600 6.104 15.644
H -17.611 8.169 14.038
H -18.298 9.197 15.187
H -17.340 5.902 14.700
H -17.668 5.426 16.378
C -13.046 10.823 12.295
O -11.864 11.057 12.472
N -13.960 11.695 11.752
N -13.669 9.636 12.592
H -14.868 11.306 11.581
H -13.648 12.460 11.183
H -13.190 8.851 12.983
H -14.668 9.689 12.442
C -14.827 5.348 10.937
O -15.918 5.711 10.473
N -14.499 5.726 12.201
N -13.941 4.607 10.254
H -15.108 6.464 12.531
H -13.679 5.409 12.681
H -13.087 4.292 10.672
H -14.300 4.191 9.412
C -14.482 9.534 7.912
O -13.476 9.716 7.257
N -14.563 8.645 8.954
N -15.629 10.281 7.793
H -15.380 8.570 9.540
H -13.707 8.317 9.365
H -16.361 10.136 8.470
H -15.822 10.844 6.988
C -19.666 10.455 6.832
O -20.360 10.759 7.793
N -19.662 11.121 5.646
N -18.716 9.470 6.932
H -20.307 11.869 5.479
H -19.008 10.836 4.942
H -18.491 9.060 7.821
H -18.085 9.245 6.184
```

Its expectation value of S² is 6.01. Its LUMO energy (alpha / beta) is -0.0464 / -0.0535 hartree. Its HOMO energy (alpha / beta) is -8.78 / -8.78 eV. The HOMO-LUMO gap (alpha / beta) is 7.5 / 7.3 eV. Its multiplicity is 5.

***

C10H38B2InO10 as an isolated structure, computed with ωB97M-V with the def2-TZVPD basis set.

Structure (XYZ):
```
61
Properties=species:S:1:pos:R:3
In -0.186 -0.915 -3.159
B 2.530 0.522 -2.968
H 2.897 -0.199 -2.254
H 1.688 1.123 -2.659
H 3.330 1.175 -3.278
H 2.228 -0.008 -3.858
B 0.456 0.644 -0.404
H -0.445 0.602 0.188
H 0.968 -0.296 -0.542
H 0.069 1.006 -1.344
H 1.095 1.384 0.052
C 2.531 2.309 2.738
C 1.461 3.348 2.320
O 1.595 3.832 0.984
O 2.953 1.556 1.601
H 2.152 1.576 3.450
H 3.371 2.704 3.308
H 1.244 4.188 2.980
H 0.501 2.842 2.224
H 0.975 4.560 0.907
H 2.520 0.718 1.782
C -0.108 -0.944 4.375
C -0.328 -0.986 2.842
O -1.393 -0.097 2.479
O 0.395 0.250 4.845
H 0.673 -1.702 4.437
H -0.971 -1.329 4.917
H -0.421 -2.005 2.465
H 0.582 -0.650 2.345
H -1.055 0.759 2.755
H 0.112 0.404 5.749
C -3.562 2.550 -0.392
C -2.362 3.264 0.114
O -1.070 3.211 -0.601
O -3.676 2.961 -1.760
H -4.443 2.440 0.241
H -3.197 1.523 -0.365
H -1.996 2.726 0.989
H -2.627 4.277 0.414
H -0.780 2.297 -0.546
H -3.941 3.884 -1.754
C 2.063 -3.859 -2.127
C 2.936 -3.377 -3.244
O 2.155 -2.720 -4.306
O 1.496 -2.734 -1.483
H 2.556 -4.556 -1.449
H 1.247 -4.509 -2.439
H 3.365 -4.236 -3.761
H 3.646 -2.610 -2.934
H 2.655 -2.810 -5.121
H 2.021 -2.488 -0.717
C -3.445 -2.077 -1.015
C -2.353 -2.071 -0.082
O -1.129 -2.557 -0.629
O -3.091 -1.440 -2.291
H -4.320 -1.561 -0.619
H -3.823 -3.096 -1.097
H -2.676 -2.646 0.785
H -2.202 -1.032 0.210
H -1.066 -3.485 -0.391
H -3.801 -1.643 -2.905
```

Its expectation value of S² is 0.76. Its LUMO energy (alpha / beta) is 0.0053 / -0.1307 hartree. Its HOMO energy (alpha / beta) is -8.87 / -8.84 eV. The HOMO-LUMO gap (alpha / beta) is 9.0 / 5.3 eV. Its multiplicity is 2.

***

Computed energy (eV) in order:
-67246.49082, -97891.94289, -96744.10503, -37974.20615